This record from the Open Molecules 2025 dataset describes one molecule with the formula C3H6O3. The level of theory is ωB97M-V/def2-TZVPD.

For the HOMO energy, the calculation gives -10.5506 eV. The value obtained for the relative energy (zero: lowest compared OMol25 entry of this formula, charge and spin) is 27.3 kcal per mole. The molar mass comes out at 90.08 g/mol. As for the LUMO energy: 0.898 eV. For the gap between HOMO and LUMO, the calculation gives 11.4 eV. Its charge is 0. As for the structure (SMILES): OC1OCCO1. Its maximum force is 0.62 eV/A.

Each line ends with the Mulliken charge.
Geometry (Å):
1 O -0.795 0.811 -0.337  -0.396
2 C -1.125 -0.447 0.233  -0.299
3 C 0.245 -1.001 0.599  -0.335
4 O 1.060 -0.498 -0.442  -0.346
5 C 0.529 0.724 -0.871  0.160
6 O 1.207 1.826 -0.424  -0.500
7 H 0.817 1.947 0.456  0.347
8 H -1.631 -1.078 -0.508  0.264
9 H -1.784 -0.308 1.097  0.273
10 H 0.308 -2.090 0.582  0.285
11 H 0.584 -0.632 1.578  0.243
12 H 0.584 0.745 -1.962  0.304

Forces on atoms 1 to 3 (eV/Å):
O 0.282 -0.157 -0.313
C -0.023 -0.306 0.059
C -0.117 -0.151 0.216

***

This record from the Open Molecules 2025 dataset describes one molecule with the formula C24H29Cl2NO. The level of theory is ωB97M-V/def2-TZVPD.

For the HOMO energy, the calculation gives -8.2674 eV. The molar mass comes out at 418.41 g/mol. As for the LUMO energy: 0.645 eV. For the gap between HOMO and LUMO, the calculation gives 8.9 eV. Its charge is 0. As for the structure (SMILES): Cc1cccc2c1CC[C@H](CN1CCC(c3c(Cl)cccc3Cl)CC1)C[C@@H]2O. Its maximum force is 0.41 eV/A.

Each line ends with the Mulliken charge.
Geometry (Å):
1 C -4.646 -1.131 2.612  -1.561
2 C -4.066 -1.460 1.268  1.102
3 C -3.752 -2.779 0.966  -0.801
4 C -3.204 -3.121 -0.256  -0.967
5 C -2.967 -2.136 -1.197  -1.196
6 C -3.275 -0.812 -0.920  0.643
7 C -3.834 -0.468 0.314  0.694
8 C -4.101 0.985 0.582  -1.069
9 H -4.795 1.115 1.411  0.582
10 H -4.550 1.430 -0.305  0.448
11 C -2.787 1.713 0.899  -1.601
12 H -2.968 2.790 0.873  0.396
13 C -1.669 1.363 -0.088  2.155
14 C -2.174 1.436 -1.533  -1.309
15 H -2.777 2.336 -1.661  0.424
16 H -1.322 1.516 -2.207  0.236
17 C -3.039 0.239 -1.986  -0.062
18 O -4.272 0.769 -2.463  -0.602
19 H -4.845 0.037 -2.717  0.410
20 H -2.533 -0.258 -2.831  0.534
21 C -0.454 2.298 0.137  -2.379
22 N 0.858 1.690 0.089  0.309
23 C 1.236 1.134 -1.194  -0.429
24 C 2.742 0.877 -1.217  -1.177
25 H 3.257 1.825 -1.082  0.349
26 H 3.029 0.456 -2.183  0.388
27 C 3.102 -0.098 -0.091  0.132
28 C 4.557 -0.494 -0.090  -0.584
29 C 5.613 0.401 0.098  0.844
30 C 6.941 -0.001 0.091  -0.897
31 C 7.260 -1.330 -0.107  -0.340
32 C 6.248 -2.250 -0.297  -0.749
33 C 4.929 -1.828 -0.287  0.622
34 Cl 3.731 -3.056 -0.533  -0.242
35 H 6.472 -3.293 -0.453  0.419
36 H 8.291 -1.646 -0.114  0.389
37 H 7.715 0.734 0.241  0.429
38 Cl 5.344 2.089 0.355  -0.204
39 C 2.631 0.491 1.242  -1.069
40 H 3.139 1.431 1.447  0.379
41 C 1.130 0.757 1.163  -0.536
42 H 0.786 1.203 2.100  0.432
43 H 0.602 -0.205 1.029  0.251
44 H 2.841 -0.206 2.055  0.392
45 H 2.517 -1.007 -0.260  0.471
46 H 0.984 1.861 -1.970  0.475
47 H 0.702 0.191 -1.412  0.260
48 H -0.539 2.761 1.125  0.516
49 H -0.470 3.103 -0.603  0.433
50 H -1.343 0.337 0.112  0.084
51 H -2.458 1.452 1.908  0.353
52 H -2.533 -2.397 -2.153  0.410
53 H -2.961 -4.150 -0.474  0.421
54 H -3.936 -3.549 1.702  0.364
55 H -4.036 -0.392 3.129  0.295
56 H -5.653 -0.728 2.510  0.354
57 H -4.699 -2.024 3.230  0.376

Forces on atoms 1 to 3 (eV/Å):
C -0.013 0.012 -0.045
C 0.004 0.013 -0.046
C 0.064 -0.063 -0.066

***

Q: Look up the gap between HOMO and LUMO of the second one.
A: 8.9 eV

***

Q: The lowest maximum force belongs to which entry?
A: C24H29Cl2NO